ORCA calculation (the ωB97M-V functional and the def2-TZVPD basis) on C34H62BBrClNO8SSi in the gas phase in a non-equilibrium geometry.

Summary:
2S+1: 1
Highest occupied orbital energy (eV): -8.724
LUMO energy (eV): 0.178
Total charge: 0
F_max (eV Å⁻¹): 6.21
E (eV): -156085.6422

Each line ends with the Mulliken charge.
CARTESIAN COORDINATES (ANGSTROEM)
C  -0.22  -1.21  4.24  -0.56
C  -0.49  -2.31  5.36  0.27
C  0.72  -2.43  6.41  -1.41
C  -1.02  -3.68  4.83  -0.87
C  -0.10  -4.52  3.87  0.40
C  1.36  -3.99  3.62  -1.31
C  -0.74  -4.78  2.42  -1.01
O  -0.70  -3.55  1.71  0.68
C  -0.85  -3.53  0.33  -0.81
Br  0.44  -2.04  -0.19  -0.10
C  -0.19  -4.75  -0.48  -0.21
Cl  1.55  -5.04  0.03  -0.10
O  -0.98  -5.95  -0.43  -0.45
S  -2.16  -5.67  -1.60  1.44
O  -1.54  -6.08  -2.87  -0.73
O  -3.31  -6.55  -1.42  -0.70
C  -2.64  -3.87  -1.63  -0.90
C  -1.95  -3.09  -2.85  -0.22
C  -2.98  -2.08  -3.55  -1.06
O  -2.53  -0.72  -3.55  -0.32
C  -1.39  -0.52  -4.40  -0.83
C  -0.22  0.02  -3.45  0.29
O  1.09  -0.37  -3.91  -0.46
C  1.95  0.70  -3.55  0.20
C  2.38  1.58  -4.64  -0.77
C  3.23  2.71  -4.30  -0.63
C  3.67  3.01  -2.91  0.22
C  4.55  4.30  -2.72  2.20
C  5.91  4.02  -3.52  -1.65
C  3.84  5.49  -3.48  -1.59
C  4.97  4.61  -1.23  -1.89
C  3.94  5.44  -0.37  2.17
C  4.07  7.02  -0.58  -1.69
C  4.36  5.20  1.17  -1.56
C  2.44  4.95  -0.47  -1.53
C  3.25  2.10  -1.86  -0.15
C  2.38  0.94  -2.19  -0.55
C  -2.32  -3.17  -0.21  1.49
C  -2.61  -1.63  -0.35  -0.45
C  -2.50  -0.78  0.97  0.41
O  -3.84  -0.46  1.46  -0.37
Si  -4.10  1.24  1.46  0.68
C  -2.95  2.12  2.73  -0.93
C  -5.88  1.70  1.99  -1.21
C  -3.90  1.98  -0.31  -0.98
B  -3.52  -3.72  0.79  0.09
N  -3.64  -3.41  2.21  -0.39
O  -4.59  -4.56  0.33  -0.53
H  -0.32  -1.59  3.20  -0.18
H  -0.91  -0.34  4.39  0.14
H  0.83  -0.81  4.36  0.37
H  -1.33  -1.87  5.98  0.63
H  1.65  -2.06  5.90  0.31
H  0.91  -3.52  6.64  0.31
H  0.54  -1.82  7.33  0.33
H  -1.23  -4.32  5.74  0.37
H  -2.04  -3.49  4.39  0.15
H  0.00  -5.55  4.30  0.59
H  1.41  -3.02  3.07  0.10
H  1.88  -4.74  2.95  0.39
H  1.99  -3.94  4.55  0.41
H  -0.20  -5.67  2.02  0.54
H  -1.79  -5.13  2.64  0.21
H  -0.06  -4.50  -1.57  0.51
H  -3.73  -3.80  -1.89  0.77
H  -1.60  -3.77  -3.66  0.66
H  -1.08  -2.47  -2.53  0.00
H  -3.16  -2.40  -4.62  0.33
H  -3.99  -2.08  -3.06  0.39
H  -1.56  0.25  -5.19  0.32
H  -1.00  -1.48  -4.83  0.36
H  -0.41  -0.34  -2.39  -0.25
H  -0.28  1.14  -3.44  0.48
H  2.04  1.37  -5.67  0.39
H  3.56  3.37  -5.13  0.15
H  6.33  3.07  -3.06  0.39
H  6.63  4.87  -3.36  0.45
H  5.73  3.79  -4.60  0.36
H  4.03  5.34  -4.58  0.50
H  4.29  6.50  -3.25  0.37
H  2.73  5.54  -3.37  0.23
H  5.15  3.62  -0.72  0.39
H  5.96  5.15  -1.29  0.35
H  3.32  7.33  -1.36  0.37
H  5.08  7.26  -1.04  0.28
H  3.89  7.59  0.36  0.47
H  5.06  6.04  1.43  0.43
H  3.49  5.26  1.87  0.36
H  4.96  4.26  1.30  0.32
H  2.09  4.73  -1.51  0.24
H  2.35  4.02  0.16  0.36
H  1.74  5.70  0.01  0.42
H  3.58  2.29  -0.81  0.32
H  2.06  0.26  -1.36  0.25
H  -2.03  -1.09  -1.13  -0.91
H  -3.70  -1.55  -0.67  0.85
H  -2.04  0.22  0.70  0.68
H  -1.86  -1.23  1.76  -1.06
H  -1.90  2.21  2.34  0.27
H  -2.99  1.47  3.65  0.20
H  -3.40  3.11  3.03  0.37
H  -6.58  1.77  1.10  0.30
H  -5.91  2.73  2.46  0.33
H  -6.30  1.00  2.76  0.31
H  -4.30  1.24  -1.05  0.25
H  -2.81  2.17  -0.48  0.25
H  -4.42  2.97  -0.41  0.38
H  -2.88  -2.84  2.59  -0.06
H  -4.51  -2.88  2.33  0.29
H  -5.17  -3.97  -0.18  0.30

=====

ORCA calculation (the ωB97M-V functional and the def2-TZVPD basis) on 5 unconnected molecules or ions with the total composition C34H62BF4N2O21P.

Summary:
2S+1: 1
SMILES: CCCCN[C@@H](O[C@H](COCOCCO)[C@@H](CCCCCCCCCCOC)NB(O)O)P(O)O.O=C1OC[C@@H](F)O1.O=C1OC[C@@H](F)O1.O=C1OC[C@@H](F)O1.O=C1OC[C@@H](F)O1
Highest occupied orbital energy (eV): -9.458
LUMO energy (eV): -0.009
Total charge: 0
F_max (eV Å⁻¹): 0.76
E (eV): -103079.3341

Each line ends with the Mulliken charge.
CARTESIAN COORDINATES (ANGSTROEM)
C  3.57  5.83  -2.36  -1.20
C  2.08  5.47  -2.51  -0.24
C  1.81  3.97  -2.40  -1.12
C  0.33  3.61  -2.48  0.16
N  -0.23  3.39  -1.14  -0.08
C  -1.68  3.41  -1.05  -0.14
O  -2.22  2.16  -0.75  -0.01
C  -2.11  1.17  -1.77  0.97
C  -3.13  1.41  -2.89  -1.08
O  -2.55  1.08  -4.15  -0.38
C  -2.72  -0.27  -4.52  0.36
O  -2.32  -0.42  -5.84  -0.49
C  -0.99  -0.87  -5.99  -0.50
C  0.04  0.13  -5.46  0.02
O  1.28  -0.24  -6.06  -0.62
C  -2.13  -0.23  -1.09  -0.02
C  -1.86  -0.17  0.41  -0.94
C  -0.40  0.23  0.70  -0.53
C  0.52  -0.97  0.85  0.22
C  1.90  -0.63  1.42  -0.89
C  2.72  -1.88  1.68  -0.92
C  2.96  -2.71  0.40  -0.55
C  3.31  -1.89  -0.83  -0.26
C  3.44  -2.74  -2.11  -0.93
C  3.02  -2.00  -3.39  -1.00
C  1.77  -2.58  -4.08  0.16
O  0.84  -3.11  -3.16  -0.51
C  -0.31  -2.32  -2.97  -0.46
N  -3.34  -1.01  -1.41  0.17
B  -4.50  -0.81  -0.58  0.37
O  -5.03  0.48  -0.46  -0.25
O  -5.16  -1.81  0.09  -0.46
P  -2.15  4.62  0.29  -0.33
O  -1.21  4.01  1.50  -0.27
O  -3.62  3.98  0.67  -0.31
H  3.70  6.74  -1.78  0.34
H  4.12  5.03  -1.86  0.35
H  4.03  6.00  -3.33  0.29
H  1.71  5.81  -3.48  0.32
H  1.49  6.00  -1.76  0.26
H  2.33  3.47  -3.22  0.39
H  2.25  3.57  -1.48  0.40
H  0.19  2.72  -3.09  -0.30
H  -0.20  4.42  -3.02  0.38
H  0.18  4.09  -0.53  0.29
H  -2.10  3.82  -1.99  0.43
H  -1.13  1.28  -2.26  -0.33
H  -4.06  0.87  -2.73  0.32
H  -3.36  2.48  -2.93  0.35
H  -3.78  -0.55  -4.44  0.34
H  -2.12  -0.92  -3.87  -0.30
H  -0.85  -1.85  -5.52  0.22
H  -0.80  -0.99  -7.05  0.43
H  0.11  0.09  -4.36  0.01
H  -0.27  1.14  -5.73  0.45
H  1.98  0.30  -5.67  0.37
H  -1.28  -0.78  -1.50  -0.80
H  -2.53  0.53  0.92  0.11
H  -2.02  -1.18  0.81  0.85
H  -0.04  0.90  -0.09  -0.19
H  -0.37  0.82  1.63  0.46
H  0.65  -1.46  -0.12  -0.57
H  0.05  -1.69  1.53  0.42
H  1.76  -0.06  2.34  0.59
H  2.43  0.05  0.73  0.23
H  2.16  -2.50  2.39  0.26
H  3.66  -1.63  2.16  0.34
H  3.80  -3.39  0.59  0.50
H  2.08  -3.34  0.21  0.33
H  4.25  -1.35  -0.65  0.37
H  2.54  -1.13  -1.03  0.05
H  2.82  -3.62  -1.96  0.48
H  4.47  -3.08  -2.20  0.41
H  2.84  -0.94  -3.18  0.30
H  3.83  -2.03  -4.12  0.49
H  2.06  -3.37  -4.78  0.53
H  1.30  -1.79  -4.67  -0.18
H  -1.07  -2.52  -3.73  0.40
H  -0.07  -1.24  -3.00  -0.01
H  -0.72  -2.55  -1.98  0.42
H  -3.12  -1.98  -1.61  0.31
H  -4.48  1.06  0.08  0.24
H  -4.91  -2.70  -0.20  0.26
H  -1.53  3.14  1.78  0.26
H  -3.82  4.13  1.61  0.27
C  -7.81  2.31  -0.01  0.11
C  -8.75  1.42  0.78  0.37
O  -9.90  2.23  0.89  -0.35
C  -9.92  3.10  -0.16  0.61
O  -10.85  3.75  -0.49  -0.50
O  -8.71  3.10  -0.78  -0.34
F  -8.29  1.13  2.02  -0.29
H  -7.25  2.96  0.67  0.13
H  -7.12  1.76  -0.65  -0.07
H  -9.02  0.49  0.28  0.30
C  0.01  5.07  4.26  0.09
C  0.83  4.35  5.31  0.31
O  2.06  5.04  5.25  -0.32
C  1.82  6.31  4.80  0.63
O  2.59  7.20  4.86  -0.50
O  0.56  6.38  4.30  -0.35
F  1.03  3.04  5.00  -0.24
H  0.17  4.63  3.27  -0.05
H  -1.06  5.10  4.47  0.23
H  0.43  4.41  6.32  0.22
C  5.05  -6.10  2.73  -0.51
C  4.34  -7.22  3.47  0.30
O  3.16  -6.57  3.91  -0.37
C  2.88  -5.54  3.05  0.64
O  1.85  -4.97  3.01  -0.49
O  3.95  -5.30  2.27  -0.19
F  5.03  -7.64  4.56  -0.29
H  5.66  -5.51  3.42  0.25
H  5.65  -6.44  1.89  0.35
H  4.07  -8.08  2.87  0.29
C  4.13  -5.55  7.40  -0.47
C  2.84  -4.80  7.11  0.37
O  3.29  -3.74  6.29  -0.30
C  4.42  -4.14  5.66  0.70
O  4.91  -3.61  4.72  -0.51
O  4.90  -5.26  6.24  -0.30
F  2.27  -4.30  8.23  -0.30
H  4.62  -5.14  8.28  0.30
H  4.00  -6.63  7.51  0.26
H  2.09  -5.37  6.56  0.25